[1]
Here is a molecular structure, C3HFO2Sm in a non-equilibrium geometry from OMol25. Energies are from ωB97M-V/def2-TZVPD.

```
8
Properties=species:S:1:pos:R:3:forces:R:3
H -1.531445 -0.407311 1.206372 0.5 -1.2 0.3
O 0.411159 -1.165076 0.114636 -0.3 -1.3 0.4
O 0.221055 0.945666 -0.103434 -2.0 0.9 0.6
C -0.926598 -0.973325 0.144844 0.2 2.6 1.4
C -1.079334 0.414461 0.002932 -0.8 0.2 -5.8
C 1.064519 -0.025548 -0.140475 0.5 -0.9 0.6
F -1.965894 1.023322 -0.721397 0.9 -0.3 2.8
Sm 3.806539 0.187810 -0.503480 1.0 0.0 -0.1
```
Forces are in eV/Å.

Calculated total energy = -1021.6302 Ha
Total charge = +3
<S²> = 8.763
LUMO (spin up / spin down) = -14.7 / -17.5 eV
Multiplicity = 6
HOMO-LUMO gap (spin up / spin down) = 8.0 / 4.0 eV



[2]
Here is a molecular structure, C3HI2NS in a non-equilibrium geometry from OMol25. Energies are from ωB97M-V/def2-TZVPD.

```
8
Properties=species:S:1:pos:R:3:forces:R:3
C -0.018942 0.735403 -1.385305 1.1 1.0 0.2
C -0.718533 -0.843820 0.046736 3.6 2.6 2.8
C 0.711050 0.237138 0.994737 -2.9 -2.2 -1.9
N -0.776017 -0.272705 -1.068471 -0.9 -0.9 -0.3
S 1.110084 1.310973 -0.185057 -0.9 -0.9 -0.1
I -1.680101 -2.319558 1.054081 0.0 0.0 -0.1
I 1.390319 -0.008814 2.908121 -0.1 0.1 -0.4
H -0.017859 1.161383 -2.364842 0.1 0.3 -0.2
```
Forces are in eV/Å.

Calculated total energy = -1163.1157 Ha
Total charge = 0
Relative energy (zero: lowest compared OMol25 entry of this formula, charge and spin) = 0.0 kJ/mol
LUMO (spin up / spin down) = -0.2 / -0.2 eV
Multiplicity = 1
HOMO-LUMO gap (spin up / spin down) = 7.5 / 7.5 eV



[3]
Here is a molecular structure, C3HIN2 in a non-equilibrium geometry from OMol25. Energies are from ωB97M-V/def2-TZVPD.

```
7
Properties=species:S:1:pos:R:3:forces:R:3
C 0.025176 -1.669188 -0.129434 0.1 3.6 0.0
C -1.727477 -0.265756 -0.087056 -1.9 1.7 -0.9
C -0.353887 -0.350079 -0.060233 -1.8 -1.7 0.0
N 0.289604 -2.750627 -0.036066 1.3 -5.1 0.1
N -2.836872 -0.068629 -0.396215 1.3 -0.4 0.4
I -5.486517 0.153080 -0.017768 -0.4 0.0 0.1
H 0.279819 0.439727 0.079009 1.4 1.9 0.3
```
Forces are in eV/Å.

Calculated total energy = -522.0037 Ha
Total charge = 0
Relative energy (zero: lowest compared OMol25 entry of this formula, charge and spin) = 161.7 kJ/mol
LUMO (spin up / spin down) = -3.2 / -2.0 eV
Multiplicity = 1
HOMO-LUMO gap (spin up / spin down) = 6.5 / 7.3 eV



[4]
Here is a molecular structure, C3HINO in a non-equilibrium geometry from OMol25. Energies are from ωB97M-V/def2-TZVPD.

```
7
Properties=species:S:1:pos:R:3:forces:R:3
C 0.022209 -2.507386 -0.002411 2.7 -0.7 0.0
C 0.491334 -0.202605 0.036933 1.2 -1.5 0.1
C 1.453671 -1.078952 0.076169 1.4 2.0 -0.4
N -1.013991 -2.037127 -0.020842 -2.4 0.3 0.0
O 1.372511 -2.435469 0.017117 -1.4 0.4 0.1
I 3.252605 0.111667 -0.005118 -1.5 -0.9 0.1
H -0.245334 0.571048 0.101261 -0.1 0.4 0.0
```
Forces are in eV/Å.

Calculated total energy = -542.0925 Ha
Total charge = +1
Relative energy (zero: lowest compared OMol25 entry of this formula, charge and spin) = 313.4 kJ/mol
LUMO = -8.1 eV
Multiplicity = 1
HOMO-LUMO gap = 7.5 eV



[5]
Here is a molecular structure, C3HKO2 in a non-equilibrium geometry from OMol25. Energies are from ωB97M-V/def2-TZVPD.

```
7
Properties=species:S:1:pos:R:3:forces:R:3
C -0.139566 -0.568862 0.681007 1.5 -1.6 0.1
C 0.808228 -1.363965 0.242130 -2.7 1.8 0.1
O 1.616216 -0.079048 -0.875123 2.4 0.0 -0.4
C 1.801747 0.936113 -0.137336 -2.6 -1.8 0.7
O 1.056118 0.959103 0.877516 0.6 1.3 -0.7
H 1.117659 -2.395495 0.136941 0.1 0.5 -0.4
K -2.412554 0.268050 -1.111824 0.7 -0.2 0.5
```
Forces are in eV/Å.

Calculated total energy = -865.1117 Ha
Total charge = 0
Relative energy (zero: lowest compared OMol25 entry of this formula, charge and spin) = 444.9 kJ/mol
LUMO (spin up / spin down) = -1.2 / -1.2 eV
Multiplicity = 1
HOMO-LUMO gap (spin up / spin down) = 6.3 / 6.3 eV



[6]
Here is C3HN in the gas phase in a non-equilibrium geometry from OMol25. Energies are from ωB97M-V/def2-TZVPD.

```
5
Properties=species:S:1:pos:R:3:forces:R:3
C 0.329128 1.212201 -0.390183 0.2 -0.3 -1.1
C -0.036609 0.139377 0.071832 0.9 0.5 0.2
C -0.298710 -1.159249 0.617456 -1.9 -2.8 -0.9
H 0.694257 2.090100 -1.060568 -1.0 -2.0 1.9
N -0.688066 -2.282429 0.761462 1.9 4.7 -0.1
```
Forces are in eV/Å.

Calculated total energy = -169.5649 Ha
Total charge = 0
Relative energy (zero: lowest compared OMol25 entry of this formula, charge and spin) = 44.0 kJ/mol
SMILES = C#CC#N
LUMO = 0.2 eV
Multiplicity = 1
HOMO-LUMO gap = 11.3 eV



[7]
Here is a gas-phase ion, C3HN2O4 (charge +1) in a non-equilibrium geometry from OMol25. Energies are from ωB97M-V/def2-TZVPD.

```
10
Properties=species:S:1:pos:R:3:forces:R:3
C 0.014337 -0.059301 -0.079749 1.7 0.2 1.0
C 0.006910 1.480039 -0.433178 -0.6 -1.8 -0.4
C -1.798888 1.190046 -1.804209 -1.3 -0.9 -0.1
N -0.912770 -0.858604 -0.293989 -1.3 -0.7 -1.4
N -2.814290 0.588164 -1.581202 2.6 1.5 -0.3
O -1.754320 -1.616902 -0.595886 1.5 1.2 0.9
O 0.878021 2.109781 -0.046776 1.7 1.7 1.0
O -0.954393 1.977007 -1.284757 0.8 1.3 0.3
O -3.444741 -0.373789 -1.672334 -2.4 -2.4 0.0
H 1.055662 -0.288913 0.475692 -2.7 0.0 -1.2
```
Forces are in eV/Å.

Calculated total energy = -524.7904 Ha
Total charge = +1
Relative energy (zero: lowest compared OMol25 entry of this formula, charge and spin) = 144.3 kJ/mol
SMILES = O=[N+]=CC(=O)OC#[N+][O-]
LUMO (spin up / spin down) = -8.1 / -8.1 eV
Multiplicity = 1
HOMO-LUMO gap (spin up / spin down) = 7.3 / 7.3 eV



[8]
Here is C3HN3O in the gas phase in a non-equilibrium geometry from OMol25. Energies are from ωB97M-V/def2-TZVPD.

```
8
Properties=species:S:1:pos:R:3:forces:R:3
C 2.345457 -0.095515 0.036483 7.2 -1.2 0.4
C 1.179933 -0.079159 0.099095 -6.5 3.1 0.5
C -0.312255 0.350563 0.192236 1.2 -6.8 0.2
H 3.513781 -0.292982 0.133598 -3.5 0.6 -0.5
N -1.028539 -0.581917 0.873198 -1.7 2.2 -1.8
N -2.345977 -0.460951 0.185754 0.9 0.0 2.3
N -2.387524 0.384501 -0.691879 2.3 -1.3 0.5
O -0.964877 0.775461 -0.828486 0.0 3.4 -1.6
```
Forces are in eV/Å.

Calculated total energy = -354.2146 Ha
Total charge = 0
Relative energy (zero: lowest compared OMol25 entry of this formula, charge and spin) = 400.1 kJ/mol
SMILES = C#Cc1nnno1
LUMO = -0.6 eV
Multiplicity = 1
HOMO-LUMO gap = 10.4 eV



[9]
Here is 2 unconnected molecules or ions with the total composition C3HNO2 in a non-equilibrium geometry from OMol25. Energies are from ωB97M-V/def2-TZVPD.

```
7
Properties=species:S:1:pos:R:3:forces:R:3
C 1.147363 0.913133 -0.665405 -5.7 0.1 -3.4
C -1.053421 -0.171247 0.892570 -0.7 1.2 1.0
C -0.733497 -1.128516 0.097606 0.6 -1.2 -0.7
N 2.081703 0.682898 -0.096005 3.4 -0.4 2.0
O -1.529607 0.827606 1.273752 -0.3 0.5 0.3
O -0.039627 -1.993584 -0.287357 0.1 -0.9 -0.5
H 0.127086 0.869711 -1.215161 2.6 0.6 1.1
```
Forces are in eV/Å.

Calculated total energy = -320.0027 Ha
Total charge = 0
Relative energy (zero: lowest compared OMol25 entry of this formula, charge and spin) = 253.5 kJ/mol
SMILES = O=C=C=O.C#N
LUMO (spin up / spin down) = -2.0 / -1.9 eV
Multiplicity = 1
HOMO-LUMO gap (spin up / spin down) = 7.4 / 7.4 eV



[10]
Here is C3HNO3 in the gas phase in a non-equilibrium geometry from OMol25. Energies are from ωB97M-V/def2-TZVPD.

```
8
Properties=species:S:1:pos:R:3:forces:R:3
C -0.611764 -0.432386 -0.136628 -1.9 0.3 0.5
C 0.477572 0.652013 -0.233787 -0.3 4.0 0.6
C 1.816474 0.085053 -0.016201 4.8 -2.9 1.1
H -2.566178 -0.384304 0.428287 2.4 1.9 -0.2
N 2.829602 -0.502557 0.265857 -5.0 3.1 -1.5
O -1.770427 0.301406 0.364228 0.1 -4.5 -1.2
O -0.432948 -1.607977 -0.386489 -1.0 2.8 0.7
O 0.257666 1.888755 -0.285267 0.9 -4.7 -0.1
```
Forces are in eV/Å.

Calculated total energy = -395.3371 Ha
Total charge = 0
Relative energy (zero: lowest compared OMol25 entry of this formula, charge and spin) = 105.9 kJ/mol
SMILES = N#CC(=O)C(=O)O
LUMO = -2.1 eV
Multiplicity = 1
HOMO-LUMO gap = 9.5 eV



[11]
Here is 2 unconnected molecules or ions with the total composition C3HO2S3 in a non-equilibrium geometry from OMol25. Energies are from ωB97M-V/def2-TZVPD.

```
9
Properties=species:S:1:pos:R:3:forces:R:3
C -1.468766 -0.454571 0.091896 0.8 -0.3 -0.8
C 0.760407 1.457901 0.838880 2.0 -0.9 -0.7
C -0.470751 -0.759521 -0.705243 0.3 0.6 0.1
O 1.763651 0.893898 0.855297 1.8 -1.1 0.7
O -0.135402 2.125395 0.998795 -3.3 2.5 1.0
S -2.592195 0.142002 1.000672 -0.6 -0.2 0.4
S 0.195346 0.693788 -1.548944 -0.7 -1.2 -0.7
S 0.369801 -2.365657 -0.773530 0.0 1.0 0.1
H 1.577910 -1.733232 -0.757819 -0.4 -0.4 0.0
```
Forces are in eV/Å.

Calculated total energy = -1459.9966 Ha
Total charge = -1
Relative energy (zero: lowest compared OMol25 entry of this formula, charge and spin) = 43.3 kJ/mol
LUMO = 3.2 eV
Multiplicity = 1
HOMO-LUMO gap = 6.2 eV



[12]
Here is a molecular structure, C3HO2Zn in a non-equilibrium geometry from OMol25. Energies are from ωB97M-V/def2-TZVPD.

```
7
Properties=species:S:1:pos:R:3:forces:R:3
C 2.271011 -0.997831 -1.273035 3.9 -1.4 -1.0
H 3.255489 -1.355747 -1.523012 0.2 0.0 -0.1
C 1.153654 -0.636179 -0.994449 -2.5 0.5 0.5
O -0.518094 0.241056 -0.455069 -1.0 1.7 3.9
C -1.042370 0.583480 0.564496 -2.1 -1.2 -4.8
Zn -3.084029 1.324684 2.531132 -2.6 1.2 3.3
O -2.035661 0.840537 1.149938 4.1 -0.8 -1.8
```
Forces are in eV/Å.

Calculated total energy = -2043.6438 Ha
Total charge = +2
<S²> = 1.752
Relative energy (zero: lowest compared OMol25 entry of this formula, charge and spin) = 55.6 kJ/mol
LUMO (spin up / spin down) = -11.0 / -13.8 eV
Multiplicity = 2
HOMO-LUMO gap (spin up / spin down) = 10.9 / 3.6 eV



Q: The lowest calculated total energy belongs to which entry?
A: C3HO2Zn



Q: The lowest total charge belongs to which entry?
A: C3HO2S3